1.
{
  "formula": "C35H65N3O3P",
  "method": "ωB97M-V with the def2-TZVPD basis set",
  "lumo_ha": -0.0867,
  "charge": 1,
  "relative_energy_kcal_mol": 0.0,
  "orbital_gap_ha": 0.2771,
  "elements": ["C", "C", "C", "C", "C", "C", "C", "C", "C", "C", "C", "C", "C", "C", "O", "C", "C", "C", "C", "N", "C", "C", "O", "N", "C", "O", "C", "C", "P", "C", "C", "C", "H", "H", "H", "H", "H", "H", "H", "H", "H", "H", "H", "H", "H", "H", "H", "H", "H", "H", "H", "H", "H", "H", "H", "H", "H", "H", "H", "H", "H", "H", "H", "H", "H", "H", "H", "H", "H", "H", "H", "H", "H", "H", "H", "H", "H", "C", "C", "C", "C", "N", "C", "C", "C", "C", "C", "H", "H", "H", "H", "H", "H", "H", "H", "H", "H", "H", "H", "H", "H", "H", "H", "H", "H", "H", "H"],
  "coordinates": [[-9.7787, 0.4647, 0.3706], [-8.9736, -0.7727, 0.7850], [-7.8025, -0.4189, 1.7084], [-6.6555, -1.4418, 1.7219], [-5.2866, -0.7905, 1.9439], [-4.1722, -1.7609, 2.3781], [-3.2437, -2.2156, 1.2382], [-1.7616, -2.2565, 1.6136], [-0.8426, -2.4121, 0.3978], [0.6195, -2.0310, 0.6829], [1.0662, -0.6374, 0.2126], [0.7594, -0.3320, -1.2608], [0.6878, 1.1528, -1.6522], [0.3646, 2.2358, -0.6025], [1.3552, 2.3578, 0.3981], [-0.9933, 2.2059, 0.0976], [-1.5700, 3.3847, 0.5593], [-2.7905, 3.3309, 1.2190], [-3.3961, 2.0902, 1.4114], [-2.8563, 0.9578, 0.9756], [-1.7000, 1.0209, 0.3356], [0.4143, 3.4402, -1.5398], [0.8867, 4.5041, -1.2417], [-0.0785, 3.0987, -2.7890], [-0.1231, 1.5978, -2.9092], [0.6242, 1.3618, -4.0973], [0.3192, 0.3273, -5.0269], [0.9604, -1.0242, -4.7466], [-1.9815, 1.2779, -2.8829], [-2.4569, 2.1629, -4.4212], [-2.2574, -0.5330, -3.2444], [-3.1951, -0.8245, -4.4249], [-10.7740, 0.1993, 0.0071], [-9.9115, 1.1443, 1.2192], [-9.2711, 1.0210, -0.4224], [-8.5910, -1.2786, -0.1068], [-9.6510, -1.4658, 1.2968], [-8.1808, -0.2894, 2.7276], [-7.3909, 0.5500, 1.3918], [-6.8290, -2.1904, 2.5030], [-6.6544, -1.9688, 0.7583], [-4.9862, -0.2827, 1.0204], [-5.3982, 0.0023, 2.6939], [-3.5705, -1.2987, 3.1652], [-4.6588, -2.6471, 2.8021], [-3.5372, -3.2157, 0.8937], [-3.3706, -1.5462, 0.3764], [-1.5992, -3.1177, 2.2746], [-1.4977, -1.3418, 2.1587], [-1.2641, -1.8105, -0.4157], [-0.8851, -3.4494, 0.0462], [0.7552, -2.0505, 1.7724], [1.2957, -2.7941, 0.2810], [0.6512, 0.1160, 0.8823], [2.1547, -0.5673, 0.3489], [-0.1528, -0.8365, -1.5829], [1.5653, -0.7781, -1.8533], [1.7032, 1.4250, -1.9840], [1.9525, 3.0728, 0.1349], [-1.0807, 4.3417, 0.4042], [-3.2730, 4.2312, 1.5810], [-4.3445, 2.0118, 1.9317], [-1.3230, 0.0756, -0.0385], [0.5338, 3.4690, -3.5113], [-0.7578, 0.2270, -5.1564], [0.7125, 0.7007, -5.9780], [0.5235, -1.7634, -5.4273], [0.7818, -1.3763, -3.7334], [2.0363, -1.0000, -4.9346], [-3.5068, 1.9497, -4.6277], [-2.3604, 3.2272, -4.1942], [-1.8526, 1.9467, -5.3030], [-1.3284, -1.0902, -3.3613], [-2.7284, -0.9207, -2.3325], [-3.2360, -1.9015, -4.6090], [-2.8753, -0.3366, -5.3472], [-4.2161, -0.5018, -4.2037], [4.6479, 1.5476, 0.2472], [6.0173, 0.9430, -0.0382], [6.1076, -0.5566, 0.2868], [5.4684, -1.0639, 1.5743], [6.1540, -0.8308, 2.9130], [7.2759, -1.8127, 3.1614], [8.5134, -1.1996, 2.5242], [8.2818, 0.3258, 2.5907], [6.8320, 0.5105, 3.0496], [5.1032, -0.9908, 3.9642], [4.3750, 1.4606, 1.3019], [4.6300, 2.6099, 0.0053], [3.8600, 1.0612, -0.3308], [6.7920, 1.5171, 0.4719], [6.2433, 1.0460, -1.1006], [7.1335, -0.9095, 0.1826], [5.5477, -1.0875, -0.4887], [5.3534, -2.1459, 1.5172], [4.4687, -0.6447, 1.6735], [7.3823, -1.8853, 4.2426], [6.9940, -2.7850, 2.7656], [8.6227, -1.5331, 1.4955], [9.4122, -1.5102, 3.0515], [8.4683, 0.7903, 1.6256], [8.9484, 0.8028, 3.3055], [6.2596, 1.2562, 2.5075], [6.7921, 0.7582, 4.1087], [4.6618, -1.9805, 3.8721], [4.3408, -0.2293, 3.8192], [5.5619, -0.8764, 4.9423]],
  "forces_ev_per_angstrom": [[-0.0016, -0.0178, 0.0587], [-0.1738, 0.1796, 0.1568], [0.1667, -0.0155, -0.1870], [-0.0711, -0.0147, -0.0656], [-0.1195, 0.0714, -0.0146], [-0.1559, -0.1046, -0.2320], [-0.0318, -0.0805, -0.2603], [-0.1212, -0.1763, -0.0989], [-0.1331, -0.1393, 0.0290], [0.0732, -0.0791, 0.0978], [0.0929, 0.0011, 0.0782], [-0.0581, 0.0208, -0.1617], [0.3131, -0.0954, -0.1407], [-0.5261, 0.0135, 0.0298], [0.3604, -0.0406, -0.0455], [-0.2136, -0.3671, 0.1549], [-0.0205, -0.0295, 0.0759], [-0.1007, -0.2466, 0.0329], [0.3060, 0.4826, -0.1021], [-0.0296, -0.0553, 0.0575], [0.3062, 0.4333, -0.1882], [-0.3840, -0.0977, -0.3509], [0.4053, 0.5000, 0.1593], [0.8445, -0.7407, 0.5285], [-0.0269, 0.2128, -0.2149], [0.1450, -0.1321, 0.1669], [-0.0168, 0.0112, -0.2558], [-0.0444, -0.0172, -0.1454], [-0.1670, -0.0213, -0.0199], [0.1605, 0.1100, -0.0195], [-0.1801, -0.1369, -0.0106], [-0.0192, -0.1257, 0.1658], [0.0870, 0.0017, -0.0313], [-0.0088, -0.0822, -0.0676], [0.0043, -0.0088, 0.0970], [-0.0908, -0.0201, 0.0442], [0.1784, -0.0870, -0.1044], [0.0688, 0.1741, -0.0564], [-0.0698, -0.0715, 0.0182], [-0.0475, -0.0069, -0.1166], [0.0733, -0.0728, 0.1652], [-0.0433, -0.0303, 0.1823], [-0.0190, -0.1303, 0.0396], [-0.0316, -0.0357, -0.0355], [0.1901, 0.1222, 0.2157], [0.0008, 0.1109, -0.0373], [0.0364, -0.0267, 0.1871], [0.1079, 0.2663, 0.1703], [-0.0407, -0.0633, -0.0186], [0.1150, -0.1796, 0.0436], [-0.0476, 0.1195, 0.0060], [0.0904, -0.1183, -0.1032], [-0.0634, 0.0826, -0.1031], [-0.0542, -0.0406, -0.1307], [-0.1077, 0.0653, 0.0802], [0.0265, 0.0277, 0.1379], [-0.1741, -0.0343, -0.0424], [-0.0398, 0.0669, 0.1967], [-0.1999, 0.1550, 0.0452], [0.0030, -0.1066, -0.0064], [0.0649, -0.0502, -0.0354], [-0.0007, -0.0260, -0.0295], [-0.0767, 0.1738, 0.0965], [-0.4769, 0.2501, -0.2447], [0.0295, -0.0328, 0.1475], [-0.0896, 0.0010, 0.0997], [0.0793, 0.0866, 0.0344], [-0.0062, 0.0295, 0.0221], [-0.0595, 0.0364, 0.1344], [0.0744, 0.0513, -0.0140], [-0.0814, -0.1018, -0.0559], [-0.1055, -0.0081, -0.0009], [0.0201, 0.0994, -0.0665], [0.0988, -0.0204, -0.0826], [-0.0022, 0.0908, 0.0006], [-0.0137, -0.0455, 0.0400], [0.1076, 0.0629, -0.0691], [0.0195, 0.0101, -0.0109], [-0.0912, -0.0092, 0.0172], [0.1025, 0.0444, -0.0406], [-0.0264, -0.0619, -0.0740], [-0.0384, -0.0702, 0.0861], [0.0664, 0.0327, -0.0647], [-0.0209, 0.0380, -0.0490], [0.0013, -0.0492, -0.0225], [0.0322, 0.0759, 0.0575], [0.0139, 0.0038, -0.0467], [-0.0816, 0.0678, -0.0103], [0.0274, -0.0086, -0.0512], [-0.0060, -0.0152, 0.0294], [0.0101, -0.0344, 0.0440], [0.0083, 0.0171, -0.0019], [0.0023, -0.0063, 0.0124], [-0.0198, -0.0173, 0.0143], [-0.0222, -0.0004, 0.0034], [0.0222, 0.0624, 0.0095], [0.0190, -0.0072, 0.0046], [-0.0329, -0.0131, 0.0377], [0.0159, -0.0053, -0.0032], [-0.0223, 0.0109, 0.0515], [-0.0446, -0.0083, -0.0161], [0.0060, -0.0086, 0.0063], [-0.0052, -0.0141, -0.0234], [0.0028, 0.0005, 0.0041], [-0.0180, 0.0036, -0.0090], [-0.0053, 0.0012, 0.0057], [-0.0003, -0.0154, 0.0096]]
}

---

2.
{
  "formula": "C21H34O21",
  "method": "ωB97M-V with the def2-TZVPD basis set",
  "lumo_ha": -0.0003,
  "smiles": "COC(=O)OC.COC(=O)OC.COC(=O)OC.O=C1OCCO1.O=C1OCCO1.O=C1OCCO1.O=C1OCCO1",
  "charge": 0,
  "relative_energy_kcal_mol": 101.0,
  "orbital_gap_ha": 0.3959,
  "elements": ["C", "O", "C", "O", "O", "C", "H", "H", "H", "H", "H", "H", "C", "O", "C", "O", "O", "C", "H", "H", "H", "H", "H", "H", "C", "O", "C", "O", "O", "C", "H", "H", "H", "H", "H", "H", "O", "C", "O", "C", "C", "O", "H", "H", "H", "H", "O", "C", "O", "C", "C", "O", "H", "H", "H", "H", "O", "C", "O", "C", "C", "O", "H", "H", "H", "H", "O", "C", "O", "C", "C", "O", "H", "H", "H", "H"],
  "coordinates": [[10.0334, -0.1945, -5.5837], [8.7454, 0.2824, -5.1342], [7.7163, 0.2849, -5.9400], [7.7552, -0.0354, -7.1268], [6.5515, 0.5345, -5.2314], [5.4166, 0.7957, -6.0094], [9.9602, -0.8917, -6.4184], [10.4800, -0.9012, -4.8842], [10.8493, 0.5026, -5.7744], [5.0932, 0.0013, -6.6820], [5.5566, 1.8200, -6.3549], [4.6791, 0.7895, -5.2068], [-5.9623, 6.3907, 0.3608], [-5.1456, 5.7119, 1.3425], [-3.8040, 6.0026, 1.4210], [-3.0619, 6.6769, 0.6770], [-3.4662, 5.3826, 2.5869], [-2.1351, 5.4478, 3.0555], [-5.7739, 5.9221, -0.6051], [-5.7046, 7.4189, 0.1072], [-7.0248, 6.1710, 0.4663], [-1.4687, 5.0843, 2.2733], [-2.1959, 4.7108, 3.8564], [-1.8716, 6.4408, 3.4197], [0.8046, 2.9843, 9.5755], [1.4206, 2.2661, 8.5774], [1.9467, 2.8902, 7.4117], [1.9427, 4.0924, 7.2794], [2.5523, 1.9352, 6.6008], [2.9468, 2.2024, 5.2925], [0.0530, 2.3627, 10.0622], [0.2279, 3.7586, 9.0694], [1.5485, 3.4389, 10.2296], [2.4563, 1.4482, 4.6771], [4.0292, 2.1619, 5.1705], [2.7193, 3.2526, 5.1098], [-0.6374, 1.2730, 0.8145], [-0.6562, 1.0229, -0.3642], [-1.0669, -0.1242, -0.8564], [-0.6461, -0.2304, -2.2402], [-0.7244, 1.2226, -2.6329], [-0.3441, 1.8408, -1.4729], [0.3010, -0.7103, -2.4870], [-1.2735, -0.9613, -2.7504], [-1.6898, 1.6143, -2.9534], [-0.0502, 1.5588, -3.4206], [1.5880, -4.8324, -4.0285], [2.0451, -5.9167, -3.9241], [2.0578, -6.7041, -2.8149], [2.3391, -7.9969, -3.2033], [2.8597, -7.9045, -4.5837], [2.4758, -6.6295, -4.9972], [3.1158, -8.4386, -2.5790], [1.4733, -8.6401, -3.0458], [2.4628, -8.6790, -5.2400], [3.9410, -8.0411, -4.6010], [-6.7252, -6.5477, -5.5450], [-5.9332, -5.7023, -5.2529], [-6.3102, -4.4308, -4.7978], [-5.2945, -4.0183, -3.9640], [-4.1206, -4.6319, -4.7178], [-4.5962, -5.8535, -5.1583], [-5.2082, -2.9330, -3.9108], [-5.4572, -4.3898, -2.9522], [-3.2381, -4.7858, -4.0967], [-3.7583, -3.9587, -5.4947], [-5.2325, 2.2594, 8.0395], [-4.4675, 1.5114, 7.4047], [-3.1648, 1.1720, 7.7293], [-2.5137, 0.5237, 6.6587], [-3.6844, 0.2533, 5.6903], [-4.6415, 1.1448, 6.1490], [-1.8377, 1.3159, 6.3368], [-1.9591, -0.3080, 7.0932], [-3.8836, -0.8044, 5.8622], [-3.4146, 0.3187, 4.6362]],
  "forces_ev_per_angstrom": [[0.3710, -1.7876, -0.4688], [1.4127, 0.4085, 1.1790], [-1.4078, -1.5252, -2.1973], [-0.3636, 1.0065, 1.8928], [3.4379, -0.8200, -0.4273], [-1.0126, 0.4204, 1.2647], [-0.5386, 0.6669, -0.5571], [-0.5953, 0.4000, 1.0035], [-0.8752, 0.8164, -0.0668], [0.6597, 0.3272, -0.4794], [-0.5942, -0.3009, -0.8489], [-0.4929, 0.3858, -0.2940], [0.8676, -0.9505, -1.8883], [0.5057, 1.3543, -0.6182], [0.7316, 0.8648, -0.1827], [-2.6854, -2.1737, 2.1835], [-0.7558, 0.9107, -1.5423], [0.0180, -0.7083, -0.1062], [0.2936, -0.3374, -0.1826], [-0.0861, 0.2127, 1.0654], [0.2413, 0.3634, 1.0511], [0.2457, 0.2483, 0.1351], [0.6078, 0.2748, 0.1812], [0.0228, -0.0761, -0.1044], [-0.9889, 1.8726, -0.3543], [2.2423, -1.8927, -4.0344], [0.3191, -0.0668, 1.6133], [-0.0756, -1.5458, -0.5570], [-1.6376, 0.2678, 3.6076], [0.2135, 1.3084, -0.4566], [0.5291, -0.2508, 0.2130], [-0.0256, 0.5246, 0.4183], [-0.2437, -0.1000, 0.2834], [0.0251, 0.4748, -0.3264], [0.0714, -0.4620, 0.3073], [-0.4704, -0.1387, -0.7376], [0.3231, 0.4056, -1.9642], [-0.0182, 1.3357, 0.2430], [0.5750, -2.1628, -0.8393], [-1.0995, -0.7040, -0.9011], [-0.0976, -0.0862, -1.9301], [0.6093, 1.0471, 3.8345], [0.7612, 0.4917, 1.2389], [-0.8600, 0.5778, 0.1372], [-0.4771, -0.4718, 0.1961], [0.2949, -0.4448, 0.0140], [0.2391, 0.6127, 0.5677], [-0.8463, -0.7411, -0.6826], [-0.1137, 1.8989, 0.0588], [0.4193, -2.3629, 1.5358], [0.6262, -1.2462, -1.0095], [0.0585, 0.8025, -0.2331], [-0.0070, 0.2368, 0.3537], [-0.3090, 0.1742, -0.3606], [-0.2402, 0.2286, -0.1249], [0.1440, 0.4227, -0.1024], [0.9333, 0.8012, -0.2552], [-1.9130, -0.4782, 0.5863], [-1.1942, -1.5895, -1.2330], [1.6126, 0.7633, 0.2300], [2.1249, 1.6223, 1.9139], [-0.9787, -0.4060, -0.7759], [-0.2209, -0.0144, -0.1808], [0.1973, -0.2480, 0.0870], [-0.1028, -0.2629, 0.1913], [-0.4471, -0.1930, -0.5610], [2.6893, -3.1934, -1.8134], [0.0811, 3.3209, 1.8060], [-2.1384, 0.3396, 1.9626], [0.3499, 1.3472, -0.0945], [2.4631, -1.6453, 0.6378], [-2.1955, -0.2392, -1.4218], [0.4243, -0.4478, -0.6573], [-0.1722, -0.1868, -0.5284], [-1.1163, -0.0068, -0.0146], [-0.3454, 0.7301, 0.1204]]
}